14 unconnected molecules or ions with the total composition C43H85N29O16 in a non-equilibrium geometry. Source: the OMol25 dataset; level of theory: ωB97M-V/def2-TZVPD.

Values from the calculation:
* E: -121957.7130 eV
* E_HOMO: -7.92 eV
* gap between HOMO and LUMO: 0.2855 Ha
* molecular weight: 1264.3 Da

Cartesian coordinates (Å):
C 5.67391 -1.74625 0.85200
C 5.32097 -0.34417 0.32079
C 5.69986 0.75570 1.11904
C 5.36167 2.01139 0.64223
C 4.68732 2.20113 -0.54757
C 4.31548 1.11658 -1.32653
C 3.54439 1.35041 -2.63440
C 2.45106 2.40870 -2.47202
C 2.77267 3.65678 -2.89661
C 1.87943 4.75511 -2.86969
N 2.33316 5.95694 -3.33513
C 1.38976 6.86864 -3.28879
C 0.06657 6.66175 -2.81888
N -0.35074 5.51397 -2.33569
C 0.59275 4.52564 -2.36570
C 0.22682 3.22753 -1.86721
C -1.15535 2.98128 -1.27626
C -1.52861 4.00375 -0.15084
C -2.84714 3.47249 0.50274
C -3.24795 4.28881 1.71539
O -2.66891 4.27336 2.78304
O -4.37436 5.05860 1.53062
C 1.11989 2.18022 -1.91396
C 0.79028 0.77896 -1.41240
C -0.38373 0.08458 -2.19963
C -1.14906 -1.01428 -1.42504
N -2.19825 -0.55172 -0.48797
C -1.82301 -0.58020 0.91831
C -2.83871 0.05565 1.89379
C -2.30525 0.56903 3.05696
C -3.05113 1.14542 4.07412
C -4.45418 1.22866 3.91221
C -5.00214 0.74317 2.70629
C -4.21889 0.16457 1.71968
O -4.82812 -0.29525 0.55786
C 4.65126 -0.16087 -0.87948
H 6.53547 -1.62926 1.52051
H 4.80745 -2.08001 1.44489
H 5.89874 -2.46619 0.05929
H 6.22276 0.60391 2.06117
H 5.62395 2.89909 1.24148
H 4.43680 3.21614 -0.85516
H 3.13760 0.39516 -3.00167
H 4.26422 1.69258 -3.39279
H 3.77860 3.83204 -3.28772
H 1.64771 7.87210 -3.64561
H -0.64510 7.49086 -2.84092
H -1.91820 3.08012 -2.06665
H -1.25210 1.99461 -0.81514
H -1.77498 4.98727 -0.55395
H -0.73192 4.00256 0.60497
H -2.76653 2.39736 0.70253
H -3.62650 3.58920 -0.27017
H -4.30747 5.85198 2.07857
H 0.54703 0.87327 -0.33881
H 1.63900 0.08734 -1.46277
H 0.11523 -0.42490 -3.04512
H -1.05429 0.82419 -2.66103
H -0.44581 -1.63377 -0.85210
H -1.67132 -1.61112 -2.18893
H -2.59906 0.33668 -0.75981
H -1.76404 -1.64726 1.21228
H -0.83064 -0.14305 1.13280
H -1.21889 0.51404 3.17285
H -2.53301 1.50304 4.96318
H -5.03471 1.66997 4.71958
H -6.08456 0.82315 2.58548
H -4.71673 0.38734 -0.11261
H 4.37492 -1.02165 -1.49295
C 1.89382 -0.96161 3.79808
O 1.96519 -1.41702 2.67160
N 1.07143 -1.47823 4.74810
N 2.63662 0.11116 4.18619
H 0.98978 -1.11205 5.67716
H 0.51326 -2.27156 4.48781
H 3.25337 0.50473 3.49745
H 2.60965 0.52512 5.09816
C -8.71500 0.08358 4.98174
O -7.56655 -0.15796 5.33488
N -9.49839 1.00613 5.59174
N -9.30703 -0.56146 3.93189
H -10.44483 1.20887 5.30402
H -9.10165 1.50484 6.36569
H -8.76204 -1.25187 3.45036
H -10.24414 -0.37615 3.62630
C 8.04532 4.61815 -1.89943
O 8.80207 4.21087 -1.03358
N 6.74721 4.21039 -1.99188
N 8.43838 5.51883 -2.85191
H 6.11070 4.53245 -2.69616
H 6.42398 3.54876 -1.30684
H 9.38768 5.83988 -2.81389
H 7.83454 5.86675 -3.57168
C -0.17224 -4.77500 -1.18896
O -0.38527 -4.01877 -2.12648
N 0.60495 -5.88550 -1.31223
N -0.69651 -4.55818 0.05017
H 0.79617 -6.51629 -0.55752
H 1.00590 -6.07624 -2.21584
H -1.27478 -3.74506 0.16818
H -0.53583 -5.15943 0.83521
C 5.07153 -4.58032 -1.47879
O 5.34212 -4.93888 -0.34617
N 5.85746 -4.90309 -2.55219
N 3.96716 -3.83239 -1.76961
H 5.66041 -4.62413 -3.49487
H 6.67582 -5.45309 -2.36721
H 3.36814 -3.58118 -1.00239
H 3.72640 -3.52986 -2.69448
C -3.46549 -2.95129 5.72414
O -2.32427 -3.20603 6.07497
N -4.22438 -2.01119 6.33174
N -4.07199 -3.59289 4.67867
H -5.16376 -1.78662 6.05145
H -3.81415 -1.51313 7.09893
H -3.53942 -4.29493 4.20131
H -5.00581 -3.39574 4.37195
C 1.47421 -9.18760 -2.57478
O 1.58315 -8.08081 -3.08469
N 2.23468 -10.24649 -2.96221
N 0.57951 -9.44560 -1.57585
H 2.16536 -11.16164 -2.56029
H 2.90104 -10.08505 -3.69723
H 0.00027 -8.68442 -1.27158
H 0.47174 -10.34297 -1.14332
C -12.44842 2.59222 3.33499
O -11.75195 2.22400 4.27699
N -13.72680 2.14608 3.15887
N -12.00856 3.46445 2.39878
H -14.31401 2.43107 2.39865
H -14.08450 1.49806 3.83571
H -11.07222 3.80762 2.49915
H -12.55539 3.77884 1.61875
C 5.77107 5.63452 2.99803
O 5.43940 5.01100 2.00510
N 4.93134 6.50735 3.63055
N 7.00963 5.51239 3.55925
H 5.18346 7.03009 4.44714
H 4.01291 6.62048 3.24313
H 7.65211 4.88021 3.11698
H 7.30403 6.01498 4.37433
C -11.36740 5.48094 -0.77088
O -11.79361 4.55597 -0.09401
N -10.48835 6.40102 -0.28264
N -11.73704 5.66546 -2.06909
H -10.12675 7.16520 -0.82048
H -10.19415 6.29464 0.67046
H -12.38294 5.00461 -2.45991
H -11.40056 6.41497 -2.64266
C 9.56563 -1.12195 -1.22737
O 10.47479 -1.89630 -1.47877
N 9.75111 0.22929 -1.14265
N 8.28382 -1.53898 -1.00873
H 9.01725 0.88285 -0.93708
H 10.67989 0.57407 -1.29727
H 8.10790 -2.52521 -1.06185
H 7.52270 -0.91767 -0.80049
C 5.89994 -9.04578 -4.29147
O 5.66072 -9.66518 -5.31450
N 5.00326 -8.18463 -3.73053
N 7.08619 -9.16408 -3.62112
H 5.17571 -7.66525 -2.88947
H 4.11960 -8.07389 -4.19743
H 7.76900 -9.78982 -4.00638
H 7.30231 -8.66582 -2.77889
C -1.87493 -2.91242 -5.25266
O -2.85290 -3.07655 -4.54528
N -1.98170 -2.56519 -6.57712
N -0.59833 -3.05634 -4.79708
H -1.19482 -2.42415 -7.18048
H -2.90666 -2.45045 -6.94676
H -0.47213 -3.31357 -3.82284
H 0.20960 -2.92073 -5.37372

3 unconnected molecules or ions with the total composition C23H47N3O4P in a non-equilibrium geometry. Source: the OMol25 dataset; level of theory: ωB97M-V/def2-TZVPD.

Values from the calculation:
* E: -46554.3899 eV
* E_HOMO (spin up / spin down): -1.86 / -1.86 eV
* gap between HOMO and LUMO (spin up / spin down): 0.1517 / 0.1044 Ha
* 2S+1: 3
* total charge: -1
* molecular weight: 460.6 Da

Cartesian coordinates (Å):
C -4.04058 -2.83416 3.22293
C -4.35691 -1.36334 3.27518
P -4.10127 -0.67370 4.95153
C -2.41665 -0.03036 5.05598
O -1.94838 0.56250 3.81594
N -1.57993 1.87404 4.00360
O -1.74347 2.49722 3.04891
C -5.21834 0.82282 5.17831
C -6.24920 1.08162 4.09332
H -4.53529 -3.24173 2.37501
H -3.00454 -3.00105 3.10865
H -4.41429 -3.34801 4.07243
H -3.81186 -0.87024 2.50142
H -5.38369 -1.25375 3.03312
H -2.42821 0.74555 5.78661
H -4.59050 1.67894 5.26139
H -5.69669 0.68241 6.10769
H -6.40596 2.12483 4.00880
H -5.94142 0.73059 3.13867
H -7.15807 0.59022 4.34103
C 3.56477 4.14534 -0.54701
C 2.77389 3.40953 -1.65295
C 1.99287 4.43061 -2.48351
C 0.77662 4.99065 -1.75337
C -0.10069 3.85247 -1.24183
C 0.67491 2.84380 -0.39564
N 1.90109 2.35999 -1.07339
O 1.51979 1.48561 -2.09660
C 1.00501 3.46619 0.97146
C -0.22352 1.66733 -0.07757
C 3.81741 2.75607 -2.53687
H 3.74156 3.48559 0.30079
H 4.54214 4.46283 -0.91750
H 3.07056 5.04956 -0.18933
H 1.65348 3.95522 -3.40772
H 2.66088 5.24813 -2.78032
H 1.08447 5.64034 -0.92712
H 0.19959 5.62278 -2.43470
H -0.93411 4.25633 -0.65666
H -0.54466 3.33846 -2.09860
H 1.62193 2.78669 1.55946
H 0.08529 3.64610 1.53244
H 1.51251 4.42771 0.91478
H -0.60689 1.18544 -0.97491
H -1.08255 2.00181 0.50663
H 0.31024 0.91833 0.51115
H 4.39105 2.01633 -1.97468
H 4.50667 3.51827 -2.90879
H 3.37013 2.26481 -3.39765
C 2.41976 -2.42643 -3.29819
C 1.15391 -2.21832 -2.43848
C 1.53364 -1.64776 -1.07799
C 2.19481 -2.67564 -0.15817
C 1.33313 -3.93356 -0.03814
C 0.97094 -4.53418 -1.39213
N 0.40172 -3.50315 -2.29702
O -0.79616 -3.27492 -1.95801
C 2.21080 -5.19264 -2.01828
C -0.02495 -5.66520 -1.20468
C 0.33057 -1.18814 -3.17701
H 2.27095 -3.21630 -4.03550
H 2.65092 -1.51628 -3.84544
H 3.30798 -2.66027 -2.71133
H 0.63587 -1.26508 -0.58759
H 2.18565 -0.78590 -1.22781
H 3.19473 -2.93341 -0.52136
H 2.33818 -2.23617 0.83034
H 1.84853 -4.68917 0.56019
H 0.41670 -3.68238 0.50333
H 1.99054 -5.54948 -3.02432
H 2.50856 -6.05177 -1.41675
H 3.07853 -4.54152 -2.06773
H -0.91933 -5.34049 -0.67997
H 0.43490 -6.45557 -0.61285
H -0.32359 -6.08688 -2.16478
H 0.01773 -1.55177 -4.16039
H 0.93007 -0.29028 -3.30959
H -0.55428 -0.89406 -2.62083